No. 1
This record from the OMol25 dataset describes a 3-piece molecular cluster, C8H17IN2S overall in a non-equilibrium geometry. The level of theory is ωB97M-V/def2-TZVPD.

Geometry as XYZ:
```
29
Properties=species:S:1:pos:R:3:nbo_charge:R:1
C 1.38 -2.98 1.65 -0.61
C 2.16 -1.80 1.11 -0.48
C 1.19 -0.62 1.24 0.18
N 0.63 0.02 0.33 -0.44
C 0.64 -0.36 -1.07 -0.10
C -0.09 0.46 -2.14 -0.41
C 1.38 0.31 -2.19 -0.44
H 0.62 -3.34 1.00 0.22
H 1.14 -2.82 2.69 0.21
H 2.08 -3.86 1.63 0.21
H 3.01 -1.63 1.70 0.22
H 2.39 -2.00 -0.02 0.21
H 0.94 -0.40 2.34 0.16
H 0.34 -1.35 -1.30 0.20
H -0.42 1.52 -1.98 0.22
H -0.55 -0.05 -2.89 0.21
H 1.96 -0.28 -2.93 0.21
H 2.12 1.12 -2.06 0.23
C -0.33 2.52 1.66 -0.01
N 0.26 3.56 1.31 -0.61
H 0.11 1.77 2.27 0.14
H -1.19 2.31 1.18 0.15
H 1.06 3.81 1.95 0.32
C -3.71 1.21 -1.14 -0.75
S -2.38 0.45 -0.16 0.03
I -3.12 -1.74 0.01 0.04
H -4.69 1.11 -0.75 0.23
H -3.41 2.26 -1.22 0.23
H -3.51 0.78 -2.23 0.22
```

Results
Energy relative to the best compared isomer or geometry (same formula, charge and spin) (kJ/mol): 182.4
SMILES: CC/C=N\C1CC1.C=N.CSI
HOMO-LUMO gap (eV): 8.23
E_tot (eV): -30483.802

No. 2
This record from the OMol25 dataset describes a 2-piece molecular cluster, C8H17IN4 overall in a non-equilibrium geometry. The level of theory is ωB97M-V/def2-TZVPD.

Geometry as XYZ:
```
30
Properties=species:S:1:pos:R:3:nbo_charge:R:1
C -0.50 1.52 2.33 -0.10
C -0.92 2.70 1.89 -0.03
C -0.70 1.35 0.17 0.46
C -0.51 1.03 -3.81 -0.62
C -1.10 0.74 -1.21 -0.44
C -0.81 1.70 -2.41 -0.39
C 1.04 -2.61 1.78 -0.32
C 1.76 -2.41 0.47 0.34
N -0.43 0.67 1.26 -0.52
N -1.03 2.56 0.53 -0.49
N 3.00 -2.80 0.38 -0.59
N -0.28 -2.08 1.79 -0.85
I -1.04 4.39 3.10 0.33
H -0.32 1.05 3.26 0.24
H -0.44 1.81 -4.56 0.24
H 0.41 0.45 -3.97 0.21
H -1.30 0.44 -4.16 0.22
H -0.45 -0.09 -1.43 0.21
H -2.10 0.46 -1.12 0.24
H -1.65 2.31 -2.58 0.22
H -0.06 2.32 -2.07 0.20
H 1.13 -3.61 2.16 0.26
H 1.69 -1.96 2.44 0.26
H 1.34 -2.02 -0.38 0.22
H -1.50 3.16 -0.11 0.46
H 3.34 -3.29 1.24 0.45
H 3.56 -2.82 -0.50 0.47
H -0.58 -1.86 2.77 0.42
H -1.00 -2.66 1.36 0.42
H -0.53 -0.44 1.38 0.46
```

Results
Energy relative to the best compared isomer or geometry (same formula, charge and spin) (kJ/mol): 0.0
Total charge: +2
HOMO-LUMO gap (eV): 6.59
E_tot (eV): -22616.015

No. 3
This record from the OMol25 dataset describes an isolated ion of composition C8H17N2 and charge +1 in a non-equilibrium geometry. The level of theory is ωB97M-V/def2-TZVPD.

Geometry as XYZ:
```
27
Properties=species:S:1:pos:R:3:nbo_charge:R:1
C 3.00 -1.58 0.03 -0.07
C 2.28 -0.64 -0.04 -0.16
C 1.48 0.46 -0.54 0.06
N 2.18 1.68 -0.36 -0.82
N 0.15 0.62 0.29 -0.40
C 0.41 0.46 1.68 -0.44
C -1.16 -0.15 -0.20 0.20
C -1.59 0.61 -1.58 -0.61
C -0.92 -1.62 -0.36 -0.67
C -2.27 -0.01 0.80 -0.67
H 3.81 -2.24 0.07 0.25
H 1.24 0.37 -1.65 0.25
H 2.32 2.11 -1.19 0.39
H 3.01 1.42 0.31 0.41
H -0.21 1.61 0.07 0.45
H 0.54 -0.58 1.90 0.23
H 1.37 0.81 1.83 0.23
H -0.28 0.86 2.49 0.26
H -2.15 1.47 -1.16 0.23
H -0.59 0.73 -2.10 0.20
H -2.20 -0.03 -2.11 0.24
H -0.85 -2.22 0.56 0.23
H -0.14 -1.90 -0.96 0.23
H -1.70 -2.07 -0.86 0.25
H -1.92 -0.66 1.55 0.23
H -2.64 0.97 1.03 0.23
H -3.17 -0.48 0.48 0.26
```

Results
Energy relative to the best compared isomer or geometry (same formula, charge and spin) (kJ/mol): 421.7
Total charge: +1
SMILES: C#C[C@H](N)[N@H+](C)C(C)(C)C
HOMO-LUMO gap (eV): 11.43
E_tot (eV): -11541.824

No. 4
This record from the OMol25 dataset describes an isolated ion of composition C8H17N2O and charge +1 in a non-equilibrium geometry. The level of theory is ωB97M-V/def2-TZVPD.

Geometry as XYZ:
```
28
Properties=species:S:1:pos:R:3:nbo_charge:R:1
C -0.33 1.05 0.79 0.76
C 0.21 -0.43 -1.56 -0.31
C 1.33 0.31 -0.81 0.13
C 2.25 1.16 -1.71 -0.63
C -1.24 -3.56 -0.78 -0.61
C -0.09 2.94 2.26 -0.45
C -1.74 1.18 2.61 -0.43
C -0.18 -2.83 -1.61 -0.29
N 0.05 -1.59 -0.84 -0.22
N -0.68 1.71 1.82 -0.40
O 0.87 1.19 0.30 -0.46
H -0.57 0.21 -1.15 0.22
H 0.41 -0.55 -2.59 0.22
H 1.99 -0.41 -0.39 0.21
H 2.60 1.96 -1.16 0.23
H 1.77 1.54 -2.62 0.23
H 3.14 0.54 -1.91 0.24
H -1.25 -3.20 0.22 0.23
H -2.14 -3.31 -1.27 0.22
H -1.13 -4.68 -0.66 0.23
H 0.78 3.19 1.61 0.25
H 0.62 2.71 3.12 0.25
H -0.94 3.62 2.31 0.25
H -2.72 1.15 2.11 0.24
H -1.91 1.87 3.39 0.24
H -1.56 0.05 2.94 0.25
H 0.81 -3.23 -1.75 0.23
H -0.35 -2.61 -2.67 0.19
```

Results
Energy relative to the best compared isomer or geometry (same formula, charge and spin) (kJ/mol): 624.3
Total charge: +1
HOMO-LUMO gap (spin up / spin down) (eV): 9.76 / 5.89
E_tot (eV): -13586.498

No. 5
This record from the OMol25 dataset describes C8H17N2O4P as an isolated structure in a non-equilibrium geometry. The level of theory is ωB97M-V/def2-TZVPD.

Geometry as XYZ:
```
32
Properties=species:S:1:pos:R:3:nbo_charge:R:1
C -2.66 1.76 0.16 0.44
C -0.71 -0.23 -0.62 0.56
C 2.27 -2.36 0.69 -0.61
C -3.79 -0.39 -0.44 -0.62
C 1.77 2.27 1.61 -1.02
C 0.85 -1.93 0.36 -0.41
C -2.77 0.28 0.48 -0.17
C 0.75 -0.65 -0.47 0.04
N -1.43 -0.26 0.40 -0.50
N 1.37 -0.73 -1.75 -0.86
O 3.55 0.85 -0.02 -1.04
O -2.79 2.64 0.96 -0.51
O -1.08 0.13 -1.86 -0.69
O 1.66 2.18 -1.18 -1.05
P 2.28 1.58 0.01 2.20
H -2.40 1.96 -0.89 0.12
H 2.25 -3.21 1.36 0.22
H 2.82 -2.65 -0.20 0.20
H 2.82 -1.55 1.17 0.22
H -4.77 0.07 -0.30 0.22
H -3.49 -0.27 -1.48 0.22
H -3.85 -1.45 -0.21 0.22
H 2.50 3.04 1.82 0.27
H 0.78 2.70 1.52 0.27
H 1.81 1.51 2.38 0.26
H 0.28 -1.75 1.27 0.25
H 0.34 -2.72 -0.20 0.22
H -3.08 0.16 1.53 0.21
H 1.24 0.21 0.15 0.05
H 1.68 0.19 -2.06 0.40
H -0.34 -0.05 -2.47 0.51
H 2.18 -1.34 -1.74 0.39
```

Results
Energy relative to the best compared isomer or geometry (same formula, charge and spin) (kJ/mol): 115.1
HOMO-LUMO gap (eV): 9.30
E_tot (eV): -29031.255

No. 6
This record from the OMol25 dataset describes a 2-piece molecular cluster, C8H17N3O overall in a non-equilibrium geometry. The level of theory is ωB97M-V/def2-TZVPD.

Geometry as XYZ:
```
29
Properties=species:S:1:pos:R:3:nbo_charge:R:1
H 1.98 2.13 -1.01 0.34
N 1.03 2.34 -1.35 -0.69
C 0.41 1.27 -1.65 0.38
N -0.85 1.35 -2.22 -0.82
C 0.94 -0.13 -1.48 -0.04
C 0.48 -1.13 -2.22 -0.41
C 2.02 -0.32 -0.44 -0.69
H -1.53 0.66 -1.92 0.38
H -1.21 2.31 -2.19 0.40
H -0.26 -0.96 -3.01 0.21
H 0.86 -2.15 -2.10 0.20
H 1.72 0.08 0.49 0.27
H 2.95 0.19 -0.74 0.22
H 2.25 -1.38 -0.31 0.22
O -1.93 -2.17 0.85 -0.72
C -1.75 -0.93 0.19 -0.05
C -0.34 -0.46 0.48 -0.43
C -0.09 -0.24 1.95 -0.09
C -0.39 1.06 2.59 -0.27
N 0.99 0.69 2.29 -0.60
H -2.85 -2.44 0.72 0.47
H -1.90 -1.03 -0.90 0.15
H -2.46 -0.17 0.56 0.16
H 0.33 -1.23 0.14 0.23
H -0.19 0.47 -0.02 0.23
H -0.21 -1.12 2.57 0.21
H -0.72 1.07 3.62 0.19
H -0.76 1.87 1.99 0.20
H 1.46 0.39 3.13 0.36
```

Results
Energy relative to the best compared isomer or geometry (same formula, charge and spin) (kJ/mol): 283.9
SMILES: [H]/N=C(/N)C(=C)C.OCC[C@@H]1CN1
HOMO-LUMO gap (eV): 9.81
E_tot (eV): -15086.367

No. 7
This record from the OMol25 dataset describes a single C8H17N3O molecule in a non-equilibrium geometry. The level of theory is ωB97M-V/def2-TZVPD.

Geometry as XYZ:
```
29
Properties=species:S:1:pos:R:3:nbo_charge:R:1
C -3.93 -0.53 0.88 -0.66
C -2.74 -1.00 -0.12 -0.23
N -2.12 0.15 -0.88 -0.66
C -0.98 0.81 -0.40 0.80
O -0.99 2.02 -0.43 -0.62
N -0.10 -0.07 0.35 -0.51
C 0.51 -1.20 -0.31 -0.25
C 1.77 -0.85 -1.01 -0.25
N 2.72 0.05 -0.39 -0.43
C 3.26 -0.84 0.65 -0.43
C 2.07 1.28 0.17 -0.26
C 0.81 0.70 1.11 -0.24
H -5.04 -0.05 0.52 0.22
H -3.66 0.36 1.51 0.22
H -4.03 -1.46 1.55 0.22
H -1.94 -1.49 0.52 0.23
H -3.00 -1.85 -1.05 0.20
H -2.74 0.81 -1.20 0.39
H 0.64 -2.03 0.52 0.19
H -0.11 -1.56 -1.19 0.24
H 1.24 -0.25 -1.89 0.19
H 2.42 -1.72 -1.44 0.22
H 3.93 -0.25 1.20 0.20
H 2.68 -1.24 1.56 0.17
H 3.64 -1.69 0.14 0.20
H 1.42 1.64 -0.71 0.22
H 2.67 2.06 0.72 0.22
H 1.45 -0.18 1.74 0.19
H 0.30 1.55 1.51 0.23
```

Results
Energy relative to the best compared isomer or geometry (same formula, charge and spin) (kJ/mol): 376.6
SMILES: CCNC(=O)N1CCN(C)CC1
HOMO-LUMO gap (eV): 8.93
E_tot (eV): -15085.407

No. 8
This record from the OMol25 dataset describes an isolated ion of composition C8H17N4O and charge +1 in a non-equilibrium geometry. The level of theory is ωB97M-V/def2-TZVPD.

Geometry as XYZ:
```
30
Properties=species:S:1:pos:R:3:nbo_charge:R:1
C 0.74 0.58 0.83 0.17
C 1.41 -0.69 0.89 0.13
C -2.84 -1.43 0.01 -0.44
C -3.17 -0.24 0.91 -0.05
C -2.08 -0.40 -0.84 0.22
C 0.89 1.78 1.71 -0.65
C 0.71 1.34 -1.58 -0.46
C 2.51 -1.45 0.29 -0.29
N 0.19 -0.70 1.28 -0.31
N -0.05 0.78 -0.47 -0.24
N -0.63 -0.50 -0.64 -0.33
N 2.97 -0.74 -0.90 -0.86
O -2.55 0.67 -0.04 -0.54
H -2.21 -2.20 0.45 0.24
H -3.70 -1.87 -0.49 0.24
H -4.22 0.00 1.04 0.21
H -2.64 -0.22 1.86 0.21
H -2.36 -0.29 -1.89 0.20
H 1.31 2.63 1.17 0.23
H 1.56 1.54 2.53 0.27
H -0.07 2.08 2.13 0.23
H 0.08 1.48 -2.46 0.23
H 1.11 2.31 -1.28 0.24
H 1.55 0.66 -1.80 0.28
H 2.13 -2.43 -0.01 0.21
H 3.29 -1.62 1.04 0.22
H -0.88 1.36 -0.21 0.47
H -0.15 -1.05 -1.35 0.42
H 3.49 -1.37 -1.51 0.38
H 3.61 0.01 -0.65 0.37
```

Results
Energy relative to the best compared isomer or geometry (same formula, charge and spin) (kJ/mol): 217.5
2S+1: 3
Total charge: +1
HOMO-LUMO gap (spin up / spin down) (eV): 6.72 / 7.06
E_tot (eV): -16564.598

No. 9
This record from the OMol25 dataset describes a 2-piece molecular cluster, C8H17NO overall in a non-equilibrium geometry. The level of theory is ωB97M-V/def2-TZVPD.

Geometry as XYZ:
```
27
Properties=species:S:1:pos:R:3:nbo_charge:R:1
C 2.63 1.95 -0.24 -0.45
N 2.73 0.57 0.31 -0.60
C 2.23 -0.53 -0.25 0.64
C 2.88 -1.86 0.08 -0.70
O 1.12 -0.68 -0.74 -0.62
H 1.42 2.14 -0.23 0.24
H 3.13 2.89 0.38 0.22
H 3.32 2.04 -1.16 0.21
H 3.82 0.33 0.25 0.36
H 3.80 -1.56 0.59 0.19
H 2.95 -2.41 -0.98 0.25
H 2.20 -2.56 0.84 0.25
C -1.90 -1.35 0.28 -0.44
C -2.62 -0.65 -0.81 -0.41
C -3.00 0.73 -0.48 -0.41
C -1.74 1.11 0.42 -0.42
C -1.48 -0.15 1.18 -0.40
H -2.34 -2.18 0.96 0.21
H -1.11 -1.79 -0.32 0.23
H -3.65 -1.21 -1.24 0.20
H -1.98 -0.44 -1.74 0.22
H -4.03 1.06 -0.13 0.20
H -2.88 1.43 -1.36 0.20
H -1.80 2.04 0.98 0.21
H -0.99 1.41 -0.26 0.20
H -2.31 -0.20 2.02 0.19
H -0.42 -0.12 1.65 0.22
```

Results
Energy relative to the best compared isomer or geometry (same formula, charge and spin) (kJ/mol): 452.0
SMILES: CNC(C)=O.C1CCCC1
HOMO-LUMO gap (eV): 10.14
E_tot (eV): -12105.685

No. 10
This record from the OMol25 dataset describes a 2-piece molecular cluster, C8H17NO4S overall in a non-equilibrium geometry. The level of theory is ωB97M-V/def2-TZVPD.

Geometry as XYZ:
```
31
Properties=species:S:1:pos:R:3:nbo_charge:R:1
C 3.16 -1.49 1.39 -0.42
C 3.79 -1.06 0.22 -0.18
C -2.23 1.63 1.05 -0.61
C -3.33 -0.65 0.24 -0.60
C -2.17 0.77 -1.37 -0.62
C 3.08 -0.53 -1.01 -0.15
C -2.21 0.31 0.14 -0.16
C -0.86 -0.40 0.51 0.73
N -0.63 -1.50 -0.17 -0.82
O 2.09 1.58 0.66 -0.87
O 1.91 2.01 -1.66 -0.93
O -0.13 0.14 1.32 -0.72
O 1.68 -0.38 -0.84 -0.75
S 1.25 1.30 -0.62 1.77
H 3.62 -1.94 2.25 0.20
H 2.24 -1.17 1.71 0.19
H 4.86 -1.19 0.11 0.20
H -1.52 2.36 0.52 0.21
H -3.22 2.07 1.16 0.21
H -1.68 1.55 1.95 0.24
H -3.22 -1.52 -0.51 0.20
H -4.28 -0.14 0.03 0.22
H -3.40 -1.14 1.19 0.22
H -3.07 0.27 -1.90 0.21
H -2.20 1.88 -1.66 0.23
H -1.19 0.39 -1.70 0.21
H 3.24 -1.22 -1.92 0.20
H 3.60 0.41 -1.26 0.21
H 0.42 -1.67 -0.07 0.44
H -1.09 -1.84 -1.00 0.42
H 1.49 1.16 1.27 0.52
```

Results
Energy relative to the best compared isomer or geometry (same formula, charge and spin) (kJ/mol): 107.6
HOMO-LUMO gap (eV): 10.13
E_tot (eV): -29084.525

No. 11
This record from the OMol25 dataset describes a single C8H17NOSi molecule in a non-equilibrium geometry. The level of theory is ωB97M-V/def2-TZVPD.

Geometry as XYZ:
```
28
Properties=species:S:1:pos:R:3:nbo_charge:R:1
C 3.12 -0.54 1.52 -0.41
N 1.66 -0.34 1.44 -0.44
C 0.61 -1.16 2.11 -0.20
C -0.73 -0.54 1.64 -0.41
C -0.34 0.57 0.63 -0.76
Si -0.97 0.39 -1.12 1.65
C -0.39 1.93 -2.11 -1.08
C -2.86 0.44 -1.07 -1.11
C -0.36 -1.24 -1.81 -1.13
C 1.16 0.57 0.52 0.69
O 1.75 1.29 -0.24 -0.63
H 3.49 -0.89 0.54 0.21
H 3.57 0.44 1.76 0.22
H 3.43 -1.26 2.27 0.21
H 0.72 -1.16 3.21 0.20
H 0.73 -2.22 1.81 0.19
H -1.31 -0.10 2.46 0.22
H -1.40 -1.29 1.18 0.21
H -0.68 1.55 0.98 0.26
H 0.68 1.90 -2.28 0.26
H -0.68 2.79 -1.52 0.23
H -0.87 2.00 -3.08 0.22
H -3.37 0.33 -2.03 0.24
H -3.04 1.44 -0.67 0.23
H -3.29 -0.24 -0.34 0.23
H -0.47 -1.31 -2.89 0.25
H -0.88 -2.04 -1.30 0.23
H 0.71 -1.33 -1.62 0.24
```

Results
Energy relative to the best compared isomer or geometry (same formula, charge and spin) (kJ/mol): 0.0
SMILES: CN1CC[C@H]([Si](C)(C)C)C1=O
HOMO-LUMO gap (eV): 10.02
E_tot (eV): -19988.303

No. 12
This record from the OMol25 dataset describes an isolated ion of composition C8H17O3S and charge -1 in a non-equilibrium geometry. The level of theory is ωB97M-V/def2-TZVPD.

Geometry as XYZ:
```
29
Properties=species:S:1:pos:R:3:nbo_charge:R:1
C 1.28 -3.08 0.00 -0.60
C 0.44 2.79 0.21 -0.63
C -1.32 2.20 -1.50 -0.64
C 0.50 -1.76 0.02 -0.41
C 0.95 -0.77 1.03 -0.44
C -0.29 -0.02 1.64 -0.41
C -0.39 1.59 -0.43 -0.25
C -1.14 0.81 0.63 0.17
O -2.78 -1.27 1.03 -0.93
O -2.20 1.36 1.21 -0.85
O -3.28 -1.23 -1.52 -0.96
S -2.65 -0.16 0.09 1.28
H 0.97 -3.75 -0.83 0.20
H 1.21 -3.49 1.01 0.19
H 2.31 -3.06 -0.17 0.19
H 1.04 3.25 -0.57 0.20
H -0.40 3.39 0.71 0.22
H 1.13 2.22 0.95 0.20
H -0.80 2.82 -2.21 0.19
H -2.01 2.72 -0.93 0.22
H -1.76 1.19 -1.86 0.23
H -0.50 -2.03 0.11 0.23
H 0.54 -1.37 -1.05 0.19
H 1.15 -1.36 1.87 0.20
H 1.65 0.02 0.68 0.20
H 0.01 0.79 2.49 0.17
H -0.87 -0.72 2.04 0.22
H 0.31 0.84 -0.80 0.19
H -3.83 -1.99 -1.07 0.43
```

Results
2S+1: 3
Total charge: -1
HOMO-LUMO gap (spin up / spin down) (eV): 3.81 / 6.33
E_tot (eV): -25543.268